{"formula": "C7H14N2", "method": "ωB97M-V/def2-TZVPD", "species": ["C", "C", "C", "N", "C", "N", "H", "H", "H", "H", "H", "H", "C", "C", "C", "H", "H", "H", "H", "H", "H", "H", "H"], "coordinates": [[3.32, -0.58, 0.24], [2.41, -1.55, -0.45], [1.87, -1.62, -1.69], [1.10, -2.77, -1.75], [1.14, -3.31, -0.46], [1.96, -2.69, 0.30], [2.76, 0.00, 0.98], [3.86, 0.08, -0.44], [4.03, -1.22, 0.71], [1.95, -1.11, -2.65], [0.59, -2.97, -2.59], [0.62, -4.24, -0.28], [-1.69, 2.84, 1.48], [-1.82, 1.70, 0.43], [-3.32, 1.45, 0.21], [-1.60, 3.81, 1.04], [-0.88, 2.63, 2.16], [-2.60, 2.97, 2.05], [-1.33, 1.79, -0.54], [-1.42, 0.78, 0.87], [-3.32, 0.48, -0.31], [-3.87, 1.32, 1.14], [-3.77, 2.21, -0.43]], "gap_ev": 9.5, "max_force_ha_per_bohr": 0.0500, "de_lowest_kj_mol": 65.27}

***

{"formula": "C3H3NO2", "method": "ωB97M-V/def2-TZVPD", "species": ["O", "C", "C", "C", "O", "N", "H", "H", "H"], "coordinates": [[2.11, 0.11, -0.18], [0.79, -0.05, -0.05], [-0.20, 1.04, -0.10], [-1.32, 0.24, -0.16], [-1.10, -1.06, -0.02], [0.29, -1.24, 0.00], [2.53, -0.77, -0.17], [-0.77, 1.14, 0.91], [-2.34, 0.58, -0.23]], "gap_ev": 10.4, "max_force_ha_per_bohr": 0.0372, "de_lowest_kj_mol": 467.19}

***

{"formula": "C9H14", "method": "ωB97M-V/def2-TZVPD", "species": ["C", "C", "C", "C", "C", "C", "C", "H", "H", "H", "H", "H", "H", "H", "H", "C", "C", "H", "H", "H", "H", "H", "H"], "coordinates": [[-1.92, 1.12, -1.80], [-0.74, 1.11, -0.89], [0.60, 0.66, -1.37], [1.63, 0.64, -0.48], [1.46, 1.00, 0.84], [0.20, 1.34, 1.37], [-0.90, 1.32, 0.47], [-1.89, 1.80, -2.67], [-2.78, 1.49, -1.29], [-1.97, 0.14, -2.10], [0.72, 0.13, -2.40], [2.56, 0.36, -0.66], [2.32, 0.99, 1.56], [0.07, 1.40, 2.49], [-1.94, 1.77, 0.84], [-0.40, -2.26, 0.77], [0.51, -3.46, 0.89], [-0.31, -1.59, -0.12], [-1.42, -2.51, 0.77], [-0.34, -1.66, 1.71], [0.75, -3.86, -0.04], [0.14, -4.23, 1.64], [1.47, -3.13, 1.38]], "gap_ev": 9.9, "max_force_ha_per_bohr": 0.0791, "de_lowest_kj_mol": 147.57}

***

{"formula": "C4H11NO", "method": "ωB97M-V/def2-TZVPD", "species": ["C", "N", "C", "C", "C", "O", "H", "H", "H", "H", "H", "H", "H", "H", "H", "H", "H"], "coordinates": [[1.58, 0.89, 1.99], [0.31, 0.45, 1.34], [0.56, -0.38, 0.14], [-0.74, -0.49, -0.65], [-1.35, 0.84, -1.05], [-0.41, -1.33, -1.77], [2.41, 0.85, 1.29], [1.40, 1.92, 2.31], [1.82, 0.31, 2.87], [-0.09, -0.22, 1.98], [0.78, -1.41, 0.40], [1.30, 0.06, -0.51], [-1.44, -1.06, -0.03], [-2.01, 0.71, -1.91], [-0.57, 1.52, -1.37], [-1.87, 1.24, -0.19], [-1.25, -1.45, -2.25]], "gap_ev": 10.1, "max_force_ha_per_bohr": 0.0254, "de_lowest_kj_mol": 122.89}

***

{"formula": "C5H8S2", "method": "ωB97M-V/def2-TZVPD", "species": ["S", "C", "C", "S", "C", "C", "C", "H", "H", "H", "H", "H", "H", "H", "H"], "coordinates": [[-0.42, 2.12, -0.01], [-0.30, 0.45, 0.59], [-1.52, -0.43, 0.34], [-1.07, -0.94, -1.49], [0.79, -0.46, -1.38], [0.85, -0.47, 0.13], [1.07, 0.33, 1.32], [-1.19, 1.99, -1.09], [-2.49, 0.07, 0.30], [-1.51, -1.36, 0.94], [1.42, -1.29, -1.84], [1.12, 0.53, -1.80], [0.55, -1.53, 0.44], [1.63, 1.29, 1.33], [1.07, -0.30, 2.21]], "gap_ev": 9.1, "max_force_ha_per_bohr": 0.0368, "de_lowest_kj_mol": 281.30}

***

{"formula": "C8H9NP2", "method": "ωB97M-V/def2-TZVPD", "species": ["C", "C", "C", "C", "C", "C", "C", "P", "N", "P", "C", "H", "H", "H", "H", "H", "H", "H", "H", "H"], "coordinates": [[1.44, 1.33, -1.37], [0.86, 1.90, -0.28], [-0.13, 1.20, 0.42], [-0.28, -0.11, 0.15], [0.29, -0.76, -0.93], [1.09, 0.08, -1.79], [0.00, -2.26, -1.02], [-0.83, -2.62, 0.67], [-0.96, -0.90, 1.03], [-1.04, 0.21, 2.78], [-0.95, 1.63, 1.60], [2.36, 1.73, -1.92], [0.99, 2.95, -0.01], [1.46, -0.22, -2.71], [-0.82, -2.62, -1.72], [0.86, -2.78, -1.24], [-2.15, -2.93, 0.07], [0.28, -0.05, 2.86], [-0.46, 2.51, 2.15], [-2.00, 1.71, 1.25]], "gap_ev": 7.6, "max_force_ha_per_bohr": 0.0766, "de_lowest_kj_mol": 0.00}

***

{"formula": "C24H43AlI2N4O2PSb", "method": "ωB97M-V/def2-TZVPD", "species": ["Al", "I", "C", "C", "C", "I", "C", "C", "C", "C", "N", "C", "C", "O", "H", "H", "H", "H", "C", "N", "C", "P", "O", "N", "C", "C", "N", "C", "C", "H", "H", "H", "H", "H", "H", "H", "H", "H", "H", "H", "H", "H", "H", "H", "H", "H", "H", "C", "C", "C", "Sb", "C", "C", "C", "C", "C", "C", "H", "H", "H", "H", "H", "H", "H", "H", "H", "H", "H", "H", "H", "H", "H", "H", "H", "H", "H", "H", "H"], "coordinates": [[0.32, 0.26, 0.54], [0.07, 5.17, 0.95], [0.20, 3.69, 2.41], [0.18, 4.01, 3.78], [0.24, 3.04, 4.75], [0.21, 3.61, 6.76], [0.32, 1.67, 4.38], [0.36, 0.58, 5.26], [0.43, -0.71, 4.76], [0.46, -0.92, 3.39], [0.42, 0.09, 2.52], [0.36, 1.37, 3.00], [0.31, 2.38, 2.01], [0.35, 1.97, 0.73], [0.10, 5.05, 4.07], [0.33, 0.75, 6.33], [0.45, -1.56, 5.43], [0.52, -1.91, 2.97], [1.58, -2.74, -2.46], [2.25, -1.44, -2.62], [2.86, -1.21, -3.93], [2.81, -0.68, -1.28], [1.57, -0.48, -0.35], [3.87, -1.62, -0.45], [4.36, -1.15, 0.85], [4.76, -2.55, -1.14], [3.43, 0.80, -1.58], [4.85, 0.95, -1.90], [2.60, 1.92, -2.03], [0.72, -2.78, -3.14], [1.24, -2.86, -1.44], [2.25, -3.56, -2.71], [2.08, -1.22, -4.69], [3.59, -1.99, -4.18], [3.35, -0.25, -3.95], [3.64, -0.46, 1.29], [5.32, -0.65, 0.76], [4.47, -2.00, 1.51], [4.38, -2.79, -2.13], [4.82, -3.48, -0.57], [5.77, -2.14, -1.24], [5.42, 0.10, -1.52], [5.24, 1.86, -1.44], [5.02, 1.01, -2.98], [1.56, 1.76, -1.75], [2.66, 2.04, -3.12], [2.94, 2.84, -1.56], [-4.89, -1.18, 1.07], [-3.45, -0.89, 1.50], [-3.37, 0.18, 2.58], [-2.20, -0.24, -0.17], [-2.60, -1.57, -1.85], [-3.93, -1.27, -2.52], [-2.49, -3.01, -1.36], [-2.80, 1.80, -0.68], [-4.30, 2.02, -0.76], [-2.07, 2.18, -1.97], [-5.47, -1.46, 1.95], [-4.94, -2.00, 0.36], [-5.36, -0.30, 0.63], [-2.98, -1.81, 1.85], [-3.83, 1.12, 2.26], [-2.34, 0.39, 2.88], [-3.92, -0.15, 3.47], [-1.78, -1.36, -2.55], [-4.77, -1.41, -1.84], [-4.08, -1.95, -3.37], [-3.97, -0.25, -2.91], [-3.31, -3.26, -0.69], [-1.55, -3.20, -0.84], [-2.55, -3.70, -2.21], [-2.38, 2.38, 0.15], [-4.77, 1.38, -1.51], [-4.49, 3.05, -1.04], [-4.79, 1.84, 0.20], [-2.48, 1.65, -2.83], [-1.00, 1.98, -1.91], [-2.20, 3.25, -2.15]], "charge": 2, "gap_ev": 7.2, "max_force_ha_per_bohr": 0.0164}